{"formula": "C13H17Br4F5N3", "method": "ωB97M-V with the def2-TZVPD basis set", "largest_force_ev_per_a": 6.0, "multiplicity": 1, "total_charge": 1, "e_homo_ha": -0.4205, "e_tot_ha": -11464.50179, "symbols": ["N", "C", "N", "N", "C", "F", "F", "C", "C", "C", "C", "C", "C", "F", "F", "F", "C", "H", "H", "H", "H", "H", "H", "H", "H", "H", "Br", "C", "C", "Br", "H", "H", "H", "H", "Br", "C", "C", "Br", "H", "H", "H", "H"], "xyz": [[-0.57, -1.63, -3.74], [0.68, -0.77, -3.44], [0.60, 0.55, -3.81], [1.85, -1.49, -2.84], [2.61, -0.71, -1.81], [3.81, -1.56, -1.46], [3.22, 0.57, -2.34], [1.84, -0.43, -0.39], [2.81, 0.04, 0.89], [2.13, 0.33, 2.35], [0.50, 0.24, 2.65], [-0.46, -0.22, 1.40], [-2.11, -0.37, 1.52], [-2.52, -1.58, 0.77], [-2.74, 0.80, 0.80], [-2.54, -0.39, 2.95], [0.24, -0.57, -0.08], [-0.47, -2.52, -3.18], [-1.38, -1.12, -3.29], [0.56, 0.91, -4.80], [0.55, 1.26, -3.03], [2.51, -1.73, -3.64], [3.98, 0.13, 0.73], [2.83, 0.63, 3.25], [0.05, 0.46, 3.71], [-0.49, -0.93, -0.92], [6.01, 3.67, 0.77], [4.40, 4.22, -0.18], [3.20, 4.25, 0.75], [2.54, 2.45, 1.10], [4.28, 3.54, -1.02], [4.62, 5.22, -0.56], [2.37, 4.77, 0.28], [3.42, 4.71, 1.72], [-6.30, -2.38, -0.31], [-5.69, -2.24, 1.54], [-6.11, -3.45, 2.34], [-8.00, -3.36, 2.82], [-6.08, -1.30, 1.93], [-4.60, -2.17, 1.47], [-5.58, -3.47, 3.30], [-5.95, -4.39, 1.82]], "lowdin_charge": [0.169, -0.173, 0.151, 0.120, -0.290, -0.014, -0.034, -0.070, -0.183, -0.220, 0.034, -0.024, -0.212, -0.007, -0.005, 0.016, 0.050, 0.125, 0.128, 0.168, 0.169, 0.186, 0.128, 0.112, 0.122, 0.073, 0.620, -0.688, -0.622, 0.948, 0.047, 0.062, 0.060, 0.060, 0.596, -0.706, -0.697, 0.610, 0.058, 0.021, 0.059, 0.054]}